Below is one molecule with the formula C4H6O, with properties calculated with the ωB97M-V functional and the def2-TZVPD basis.

Net charge = 0
Energy relative to the best compared isomer or geometry (same formula, charge and spin) = 51.23 kcal per mole
2S+1 = 1
Orbital gap = 10.7 eV
SMILES string = C=C1C[C@H]1O
LUMO = 0.03449 hartree

Element x y z (Å)
O1 -0.94 1.59 0.98
C1 -0.71 -0.79 0.19
C2 1.61 -0.33 -0.65
C3 0.37 0.03 -0.40
C4 -0.87 0.70 -0.08
H1 2.46 0.25 -1.02
H2 -1.53 0.96 -0.90
H3 -1.22 -1.51 -0.46
H4 -0.09 1.56 1.45
H5 1.53 -1.36 -0.33
H6 -0.61 -1.09 1.23